# 1
Computed, not measured: C73H58MoO2P4S as an isolated structure, with ωB97M-V with the def2-TZVPD basis set.

Structure (XYZ):
```
139
Properties=species:S:1:pos:R:3
Mo -0.31 0.08 0.04
O -1.05 2.52 2.11
S -1.67 1.29 1.59
C -3.21 1.87 0.86
C -4.35 2.20 1.58
C -5.35 2.92 0.97
C -5.20 3.36 -0.35
C -4.07 3.01 -1.06
C -3.07 2.25 -0.46
P -1.65 1.61 -1.43
C -2.72 0.94 -2.78
C -2.63 1.21 -4.14
C -3.49 0.59 -5.04
C -4.46 -0.30 -4.60
C -4.57 -0.56 -3.24
C -3.71 0.06 -2.34
C -0.51 3.10 -1.74
C 1.41 3.86 -2.46
C 1.95 4.95 -1.58
C 1.35 5.40 -0.48
C 0.05 4.94 -0.01
C -0.74 4.01 -0.53
C -2.29 0.34 2.95
C -2.86 0.97 4.05
C -3.46 0.18 5.02
C -3.52 -1.20 4.86
C -2.91 -1.81 3.77
C -2.23 -1.03 2.83
P -1.29 -1.78 1.45
C -2.69 -2.71 0.66
C -3.92 -2.04 0.58
C -5.03 -2.66 0.02
C -4.93 -3.94 -0.49
C -3.71 -4.60 -0.44
C -2.60 -3.99 0.13
C -0.31 -3.13 2.20
C 0.35 -3.98 1.31
C 0.94 -5.15 1.76
C 0.94 -5.44 3.12
C 0.35 -4.56 4.02
C -0.28 -3.41 3.56
H -4.47 1.89 2.61
H -6.25 3.17 1.52
H -5.98 3.95 -0.81
H -3.96 3.32 -2.10
H -1.91 1.92 -4.51
H -3.40 0.83 -6.10
H -5.12 -0.77 -5.31
H -5.34 -1.23 -2.88
H -3.83 -0.15 -1.28
H 2.10 3.69 -3.29
H 2.88 5.40 -1.89
H 1.82 6.20 0.08
H -0.34 5.45 0.87
H -1.70 3.91 -0.06
H -2.79 2.04 4.15
H -3.90 0.65 5.89
H -4.03 -1.81 5.59
H -2.95 -2.89 3.66
H -4.01 -1.03 0.97
H -5.97 -2.13 -0.01
H -5.79 -4.43 -0.92
H -3.62 -5.61 -0.83
H -1.67 -4.54 0.16
H 0.39 -3.74 0.25
H 1.41 -5.82 1.06
H 1.40 -6.36 3.48
H 0.37 -4.78 5.08
H -0.75 -2.76 4.28
O 1.34 2.09 -0.51
C 2.63 2.16 -0.02
C 3.69 2.72 -0.71
C 4.92 2.82 -0.09
C 5.11 2.32 1.20
C 4.07 1.67 1.83
C 2.82 1.56 1.22
P 1.53 0.44 1.88
C 1.25 1.09 3.56
C 1.50 2.43 3.86
C 1.27 2.91 5.14
C 0.80 2.05 6.13
C 0.57 0.71 5.84
C 0.78 0.24 4.56
C 2.60 -1.01 2.28
C 3.29 -1.10 3.49
C 4.26 -2.08 3.67
C 4.58 -2.95 2.64
C 3.89 -2.88 1.44
C 2.89 -1.93 1.28
C 0.94 2.53 -1.81
C -0.07 4.05 -2.95
C -0.14 3.66 -4.39
C 0.35 2.52 -4.89
C 0.79 1.38 -4.08
C 1.01 1.33 -2.76
P 1.38 -0.24 -1.88
C 0.86 -1.62 -2.98
C 1.61 -2.80 -2.95
C 1.19 -3.91 -3.66
C 0.02 -3.86 -4.41
C -0.74 -2.70 -4.43
C -0.33 -1.59 -3.71
C 3.22 -0.32 -2.19
C 4.22 -0.33 -1.24
C 5.56 -0.40 -1.61
C 5.92 -0.45 -2.95
C 4.92 -0.43 -3.92
C 3.59 -0.37 -3.54
H 3.58 3.05 -1.74
H 5.75 3.27 -0.62
H 6.07 2.42 1.68
H 4.22 1.23 2.81
H 1.86 3.10 3.09
H 1.46 3.95 5.38
H 0.62 2.43 7.13
H 0.22 0.04 6.62
H 0.63 -0.81 4.33
H 3.09 -0.40 4.28
H 4.79 -2.14 4.62
H 5.36 -3.69 2.77
H 4.12 -3.56 0.64
H 2.32 -1.91 0.36
H -0.47 5.05 -2.81
H -0.52 4.41 -5.08
H 0.33 2.37 -5.96
H 0.88 0.46 -4.64
H 2.52 -2.85 -2.37
H 1.78 -4.82 -3.63
H -0.29 -4.73 -4.99
H -1.65 -2.66 -5.01
H -0.94 -0.70 -3.71
H 3.99 -0.26 -0.19
H 6.32 -0.41 -0.84
H 6.96 -0.49 -3.24
H 5.18 -0.48 -4.97
H 2.83 -0.38 -4.32
C -1.23 -1.32 -1.09
H -0.82 -2.32 -1.27
H -2.22 -1.27 -1.54
```

The calculation puts the energy at -4798.269463 hartree. As for the multiplicity: 1. Its HOMO energy is -0.4474 Ha. The gap between HOMO and LUMO is 6.634 eV. Its net charge is +2.

Löwdin atomic charge list, values in e, 99 entries: number 1, Mo, carries 0.56; number 2, O, carries -0.41; number 3, S, carries 0.77; number 4, C, carries -0.33; number 5, C, carries -0.03; number 6, C, carries -0.03; number 7, C, carries -0.03; number 8, C, carries -0.05; number 9, C, carries -0.39; number 10, P, carries 1.13; number 11, C, carries -0.35; number 12, C, carries -0.08; number 13, C, carries -0.05; number 14, C, carries -0.06; number 15, C, carries -0.05; number 16, C, carries -0.13; number 17, C, carries -0.29; number 18, C, carries -0.14; number 19, C, carries -0.04; number 20, C, carries -0.06; number 21, C, carries -0.05; number 22, C, carries -0.07; number 23, C, carries -0.38; number 24, C, carries -0.07; number 25, C, carries -0.03; number 26, C, carries -0.03; number 27, C, carries -0.07; number 28, C, carries -0.35; number 29, P, carries 1.04; number 30, C, carries -0.34; number 31, C, carries -0.11; number 32, C, carries -0.07; number 33, C, carries -0.06; number 34, C, carries -0.05; number 35, C, carries -0.07; number 36, C, carries -0.33; number 37, C, carries -0.14; number 38, C, carries -0.06; number 39, C, carries -0.05; number 40, C, carries -0.05; number 41, C, carries -0.09; number 42, H, carries 0.10; number 43, H, carries 0.12; number 44, H, carries 0.12; number 45, H, carries 0.13; number 46, H, carries 0.07; number 47, H, carries 0.12; number 48, H, carries 0.12; number 49, H, carries 0.11; number 50, H, carries 0.09; number 51, H, carries 0.15; number 52, H, carries 0.12; number 53, H, carries 0.12; number 54, H, carries 0.12; number 55, H, carries 0.08; number 56, H, carries 0.13; number 57, H, carries 0.12; number 58, H, carries 0.12; number 59, H, carries 0.13; number 60, H, carries 0.10; number 61, H, carries 0.12; number 62, H, carries 0.12; number 63, H, carries 0.12; number 64, H, carries 0.09; number 65, H, carries 0.10; number 66, H, carries 0.12; number 67, H, carries 0.12; number 68, H, carries 0.12; number 69, H, carries 0.09; number 70, O, carries -0.13; number 71, C, carries -0.27; number 72, C, carries -0.01; number 73, C, carries -0.04; number 74, C, carries -0.05; number 75, C, carries -0.06; number 76, C, carries -0.28; number 77, P, carries 1.09; number 78, C, carries -0.38; number 79, C, carries -0.08; number 80, C, carries -0.05; number 81, C, carries -0.06; number 82, C, carries -0.06; number 83, C, carries -0.12; number 84, C, carries -0.34; number 85, C, carries -0.09; number 86, C, carries -0.05; number 87, C, carries -0.06; number 88, C, carries -0.07; number 89, C, carries -0.14; number 90, C, carries -0.39; number 91, C, carries -0.12; number 92, C, carries -0.04; number 93, C, carries -0.08; number 94, C, carries -0.07; number 95, C, carries -0.26; number 96, P, carries 1.07; number 97, C, carries -0.39; number 98, C, carries -0.09; number 99, C, carries -0.06

# 2
Computed, not measured: one molecule with the formula C6H10O, with ωB97M-V with the def2-TZVPD basis set.

Structure (XYZ):
```
17
Properties=species:S:1:pos:R:3
C -1.51 0.18 -0.08
C 0.34 -0.07 1.46
O 0.54 -1.38 1.49
C 0.71 -1.93 0.32
C 0.66 -0.89 -0.75
C 0.02 0.30 0.03
C 0.51 1.68 -0.42
H -1.99 0.95 0.53
H -1.84 0.27 -1.13
H -1.84 -0.79 0.31
H -0.19 0.35 2.32
H 1.03 -2.96 0.31
H 1.65 -0.64 -1.20
H 0.03 -1.18 -1.59
H 0.11 1.92 -1.41
H 0.17 2.46 0.28
H 1.60 1.74 -0.47
```

Its relative energy (zero: lowest compared OMol25 entry of this formula, charge and spin) is 260.3 kJ/mol. The calculation puts the energy at -309.743228 hartree. As for the multiplicity: 1. Its HOMO energy (spin up / spin down) is -0.2645 / -0.2563 Ha. The gap between HOMO and LUMO (spin up / spin down) is 8.133 / 7.873 eV.

Charges in e, computed with Löwdin, in the same order as the atoms: number 1, C, carries -0.05; number 2, C, carries -0.09; number 3, O, carries -0.02; number 4, C, carries -0.12; number 5, C, carries -0.11; number 6, C, carries -0.53; number 7, C, carries -0.05; number 8, H, carries 0.08; number 9, H, carries 0.09; number 10, H, carries 0.09; number 11, H, carries 0.12; number 12, H, carries 0.11; number 13, H, carries 0.12; number 14, H, carries 0.11; number 15, H, carries 0.08; number 16, H, carries 0.08; number 17, H, carries 0.08

# 3
Computed, not measured: C25H49AlCl3P2 as an isolated structure, with ωB97M-V with the def2-TZVPD basis set.

Structure (XYZ):
```
80
Properties=species:S:1:pos:R:3
Al -0.22 -0.95 0.80
Cl -1.39 -1.72 -0.96
P 1.97 -1.59 -0.72
C 1.85 -2.02 -2.55
C 3.67 -0.88 -0.46
C 2.04 -3.31 0.03
C 1.01 -1.03 -3.35
H 1.30 -2.98 -2.49
C 3.18 -2.24 -3.27
H 3.72 -1.29 -3.41
H 2.93 -2.63 -4.27
H 3.84 -2.98 -2.80
H -0.02 -0.99 -2.99
H 0.98 -1.34 -4.40
H 1.44 -0.01 -3.33
H 1.04 -3.67 -0.26
C 2.13 -3.33 1.56
C 3.13 -4.20 -0.60
H 2.91 -4.46 -1.64
H 3.15 -5.14 -0.03
H 4.13 -3.73 -0.52
H 1.85 -2.40 2.07
H 3.13 -3.63 1.88
H 1.42 -4.09 1.92
C 3.77 0.58 -0.91
H 4.29 -1.52 -1.12
C 4.15 -1.02 0.98
H 3.35 0.75 -1.91
H 4.83 0.86 -0.95
H 3.29 1.25 -0.20
H 3.40 -0.66 1.69
H 5.06 -0.41 1.08
H 4.43 -2.05 1.24
Cl 1.08 0.35 2.13
H -0.28 -2.24 1.72
P -2.52 0.19 1.30
C -3.62 -1.24 1.76
C -2.52 1.31 2.77
C -3.46 1.07 -0.06
C -2.84 -2.44 2.34
H -4.02 -1.53 0.77
C -4.79 -0.89 2.69
H -4.44 -0.76 3.73
H -5.48 -1.75 2.67
H -5.36 -0.01 2.38
H -2.24 -2.92 1.57
H -3.56 -3.18 2.72
H -2.19 -2.14 3.17
H -3.43 0.27 -0.81
C -2.72 2.30 -0.64
C -4.92 1.37 0.28
H -5.51 0.44 0.41
H -5.37 1.89 -0.58
H -5.02 2.01 1.17
H -1.75 2.47 -0.16
H -3.32 3.21 -0.55
H -2.52 2.13 -1.71
C -1.84 0.62 3.95
H -3.59 1.48 2.98
C -1.85 2.65 2.44
H -2.47 -0.16 4.40
H -1.64 1.38 4.72
H -0.88 0.18 3.66
H -0.85 2.51 2.01
H -1.75 3.22 3.37
H -2.45 3.26 1.74
Cl 1.53 3.30 0.73
C 1.21 3.63 -0.91
C 1.51 4.87 -1.44
C 1.29 5.13 -2.80
C 0.68 4.15 -3.61
C 0.32 2.92 -3.09
C 0.63 2.60 -1.72
C 0.39 1.35 -1.14
H 2.00 5.59 -0.79
H 1.62 6.07 -3.21
H 0.53 4.34 -4.69
H -0.19 2.17 -3.72
H -0.40 0.69 -1.53
H 1.18 0.94 -0.48
```

The calculation puts the energy at -3287.827433 hartree. As for the multiplicity: 1. Its HOMO energy is -0.0800 Ha. The gap between HOMO and LUMO is 4.890 eV. Its net charge is -1.

Charges in e, computed with Löwdin, in the same order as the atoms: number 1, Al, carries -0.45; number 2, Cl, carries 0.24; number 3, P, carries 1.04; number 4, C, carries -0.52; number 5, C, carries -0.53; number 6, C, carries -0.55; number 7, C, carries -0.15; number 8, H, carries 0.10; number 9, C, carries -0.13; number 10, H, carries 0.08; number 11, H, carries 0.08; number 12, H, carries 0.05; number 13, H, carries 0.00; number 14, H, carries 0.07; number 15, H, carries 0.06; number 16, H, carries 0.09; number 17, C, carries -0.17; number 18, C, carries -0.13; number 19, H, carries 0.06; number 20, H, carries 0.07; number 21, H, carries 0.07; number 22, H, carries 0.01; number 23, H, carries 0.07; number 24, H, carries 0.07; number 25, C, carries -0.11; number 26, H, carries 0.08; number 27, C, carries -0.13; number 28, H, carries 0.07; number 29, H, carries 0.08; number 30, H, carries 0.05; number 31, H, carries 0.02; number 32, H, carries 0.08; number 33, H, carries 0.06; number 34, Cl, carries 0.22; number 35, H, carries -0.05; number 36, P, carries 1.01; number 37, C, carries -0.54; number 38, C, carries -0.54; number 39, C, carries -0.51; number 40, C, carries -0.17; number 41, H, carries 0.10; number 42, C, carries -0.13; number 43, H, carries 0.07; number 44, H, carries 0.08; number 45, H, carries 0.05; number 46, H, carries 0.02; number 47, H, carries 0.07; number 48, H, carries 0.06; number 49, H, carries 0.07; number 50, C, carries -0.12; number 51, C, carries -0.13; number 52, H, carries 0.06; number 53, H, carries 0.08; number 54, H, carries 0.08; number 55, H, carries 0.04; number 56, H, carries 0.08; number 57, H, carries 0.08; number 58, C, carries -0.13; number 59, H, carries 0.09; number 60, C, carries -0.12; number 61, H, carries 0.06; number 62, H, carries 0.08; number 63, H, carries 0.00; number 64, H, carries 0.02; number 65, H, carries 0.08; number 66, H, carries 0.07; number 67, Cl, carries 0.68; number 68, C, carries -0.65; number 69, C, carries -0.16; number 70, C, carries -0.16; number 71, C, carries -0.15; number 72, C, carries -0.08; number 73, C, carries -0.38; number 74, C, carries -0.21; number 75, H, carries 0.08; number 76, H, carries 0.07; number 77, H, carries 0.09; number 78, H, carries 0.10; number 79, H, carries -0.01; number 80, H, carries -0.07

# 4
Computed, not measured: an isolated ion of composition C6H14FN3 and charge +2, with ωB97M-V with the def2-TZVPD basis set.

Structure (XYZ):
```
24
Properties=species:S:1:pos:R:3
C -3.13 0.69 1.10
N -2.16 0.85 0.01
C -0.87 0.54 -0.06
N -0.16 -0.17 0.78
C 1.30 -0.47 0.57
C 1.98 -1.35 1.59
N 1.33 -0.90 -0.87
C 1.11 0.19 -1.91
C 0.02 1.18 -1.46
F -0.94 1.18 -2.45
H -2.49 0.40 1.98
H -3.87 -0.06 0.87
H -3.58 1.69 1.22
H -2.70 1.04 -0.83
H -0.42 -0.22 1.77
H 1.81 0.55 0.44
H 3.01 -1.56 1.37
H 1.67 -2.35 1.69
H 2.04 -0.86 2.54
H 0.67 -1.71 -1.01
H 2.33 -1.25 -1.09
H 0.79 -0.34 -2.79
H 1.91 0.75 -2.21
H 0.34 2.18 -1.26
```

The calculation puts the energy at -500.474368 hartree. The structure (SMILES) is C/[NH+]=C1\N[C@@H](C)[NH2+]C[C@H]1F. As for the multiplicity: 1. Its HOMO energy is -0.6899 Ha. The gap between HOMO and LUMO is 11.040 eV. Its net charge is +2.

Charges in e, computed with Löwdin, in the same order as the atoms: number 1, C, carries 0.03; number 2, N, carries 0.06; number 3, C, carries -0.11; number 4, N, carries 0.15; number 5, C, carries -0.25; number 6, C, carries 0.02; number 7, N, carries 0.10; number 8, C, carries -0.01; number 9, C, carries -0.09; number 10, F, carries 0.04; number 11, H, carries 0.11; number 12, H, carries 0.11; number 13, H, carries 0.12; number 14, H, carries 0.17; number 15, H, carries 0.17; number 16, H, carries 0.19; number 17, H, carries 0.10; number 18, H, carries 0.09; number 19, H, carries 0.11; number 20, H, carries 0.22; number 21, H, carries 0.24; number 22, H, carries 0.15; number 23, H, carries 0.12; number 24, H, carries 0.16

Question: Which value of energy does entry 1 give?
Answer: -4798.269463 hartree